(1)
Below is 11 unconnected molecules or ions with the total composition C42H57BN4O33, with properties calculated with wB97M-V/def2-TZVPD.

XYZ file:
```
137
Properties=species:S:1:pos:R:3
C -6.49990 0.67027 -1.19016
B -5.90239 1.32339 -2.52924
O -6.76087 1.53656 -3.64648
C -4.36775 1.75550 -2.70144
C -3.90400 2.98850 -3.39687
C -4.92607 3.99146 -4.01726
C -2.45809 3.28257 -3.54824
C -1.40465 2.41342 -3.00007
C -1.88615 1.19182 -2.29814
C -3.33078 0.88792 -2.17144
C -3.39203 -0.50170 -1.43243
O -4.23292 -1.34556 -1.56084
N -2.18661 -0.48641 -0.66446
C -1.67298 -1.76885 -0.10019
C -2.62860 -2.46356 0.96216
N -3.45053 -3.54761 0.35818
N -3.45767 -1.53534 1.75053
N -1.73446 -3.16957 1.94636
C -1.14480 -0.00996 -1.58113
O -0.05204 -0.44131 -1.77623
H -7.46748 1.14870 -0.87991
H -5.79050 0.67118 -0.32522
H -6.75782 -0.40804 -1.38602
H -7.47166 2.12840 -3.30411
H -5.43936 4.62452 -3.24650
H -4.34245 4.67073 -4.70159
H -5.66747 3.46174 -4.67428
H -2.19785 4.20471 -4.11720
H -0.31724 2.60212 -3.11844
H -1.46003 -2.45102 -0.97588
H -0.66352 -1.56474 0.36505
H -3.09032 -3.74800 -0.57956
H -4.40748 -3.22946 0.20132
H -4.45557 -1.64007 1.57677
H -3.14633 -0.56886 1.68710
H -1.69961 -2.55991 2.77273
H -2.26258 -3.99370 2.25080
O 3.70091 2.88418 -5.38136
C 3.53476 2.27457 -4.37291
O 4.53392 1.71322 -3.63981
C 3.96372 1.27898 -2.40556
C 2.51453 1.10118 -2.75165
O 2.32039 2.04749 -3.80373
H 4.42727 0.35408 -2.06582
H 4.12283 2.05425 -1.65084
H 2.29442 0.10138 -3.12963
H 1.85577 1.31284 -1.91205
O 2.53539 -1.03646 -0.23532
C 2.37187 -1.63823 0.78412
O 3.37619 -2.16721 1.53129
C 2.79989 -2.59887 2.76533
C 1.36159 -2.81227 2.40782
O 1.15600 -1.88567 1.34632
H 3.27883 -3.50911 3.12046
H 2.93311 -1.82019 3.50402
H 1.16435 -3.81931 2.03741
H 0.69044 -2.60366 3.23784
O 4.14334 -2.10181 5.06863
C 4.39512 -0.94750 5.25053
O 5.48421 -0.31402 4.75098
C 5.30979 1.08377 4.98947
C 4.36069 1.10526 6.15376
O 3.62325 -0.10444 5.98299
H 6.25823 1.56074 5.21430
H 4.88606 1.54358 4.09547
H 4.87700 1.07085 7.11680
H 3.69932 1.97061 6.13818
O 7.23971 2.25884 3.31520
C 7.32385 2.13356 2.13127
O 6.32796 1.65764 1.33962
C 6.72345 1.87241 -0.01495
C 8.21990 1.94615 0.08162
O 8.42510 2.44603 1.40489
H 6.38498 1.05680 -0.65238
H 6.27963 2.80722 -0.36829
H 8.69400 0.96462 -0.00284
H 8.65706 2.61541 -0.66286
O -8.86447 2.62086 -2.02643
C -9.54027 3.45644 -2.55044
O -9.04725 4.51730 -3.23721
C -10.14600 5.14435 -3.89564
C -11.31927 4.72116 -3.05715
O -10.89488 3.46450 -2.53321
H -10.01818 6.22546 -3.92224
H -10.20488 4.76897 -4.92006
H -11.50933 5.40450 -2.22600
H -12.23243 4.61145 -3.64020
O 9.83786 3.18658 -2.04767
C 10.08939 4.33876 -1.86882
O 11.18042 4.97232 -2.36661
C 11.00600 6.36744 -2.13018
C 10.05506 6.39134 -0.96607
O 9.31759 5.18384 -1.13756
H 11.95794 6.84518 -1.90299
H 10.58330 6.82740 -3.02677
H 10.56994 6.35734 -0.00289
H 9.39413 7.25678 -0.98300
O 1.67995 -6.58752 5.05829
C 0.98192 -6.84786 4.13164
O 0.95348 -6.14108 2.96887
C 0.17456 -6.88830 2.03758
C -0.69425 -7.73080 2.92907
O 0.10782 -7.88887 4.09598
H -0.40417 -6.22492 1.39465
H 0.84583 -7.48760 1.41711
H -1.62453 -7.22722 3.20521
H -0.93310 -8.69749 2.48761
O 4.37024 -8.59570 0.03084
C 4.62253 -7.44536 0.20041
O 5.71490 -6.81353 -0.30931
C 5.54217 -5.41627 -0.08209
C 4.59837 -5.38385 1.08583
O 3.85599 -6.59122 0.93072
H 6.49504 -4.93635 0.13674
H 5.11458 -4.96195 -0.97965
H 5.12011 -5.41064 2.04599
H 3.93924 -4.51792 1.06424
O -7.67580 -1.82370 1.86819
C -8.40584 -2.07923 0.96388
O -8.46089 -1.37808 -0.20004
C -9.27544 -2.11992 -1.10346
C -10.12780 -2.94792 -0.18199
O -9.29315 -3.11026 0.96059
H -9.86415 -1.45301 -1.73226
H -8.63055 -2.73072 -1.74065
H -11.04306 -2.43175 0.11908
H -10.39151 -3.91384 -0.61104
O 1.43076 3.48481 3.52752
C 0.71917 3.23193 2.60830
O 0.68272 3.93845 1.44198
C -0.11736 3.19033 0.52964
C -0.97221 2.37351 1.41819
O -0.16675 2.19713 2.58047
H -0.70909 3.85242 -0.10183
H 0.53353 2.57822 -0.10151
H -1.89453 2.88497 1.70681
H -1.23166 1.41248 0.97356
```

For the LUMO energy, the calculation gives -0.15 eV. For the HOMO energy, the calculation gives -9.0 eV. The SMILES is CB(O)c1c(C)ccc2c1C(=O)N(CC(N)(N)N)C2=O.O=C1OCCO1.O=C1OCCO1.O=C1OCCO1.O=C1OCCO1.O=C1OCCO1.O=C1OCCO1.O=C1OCCO1.O=C1OCCO1.O=C1OCCO1.O=C1OCCO1.

(2)
Below is a molecular structure, C42H57IrN4O3P, with properties calculated with wB97M-V/def2-TZVPD.

XYZ file:
```
108
Properties=species:S:1:pos:R:3
Ir 0.23400 -0.31011 -0.29394
C 1.41115 2.51511 -3.61620
O 0.46369 3.52991 -3.32998
C -0.40039 3.49118 -2.27376
C -1.13824 4.64572 -2.12186
C -2.02847 4.83924 -1.06287
C -2.17031 3.84877 -0.13228
C -1.44904 2.64419 -0.26320
C -1.63897 1.68664 0.78608
N -1.09331 0.52675 0.91181
N -1.38404 -0.15252 2.10756
C -0.70590 -1.25865 2.16529
O 0.07989 -1.68043 1.21303
C -0.81654 -2.12337 3.36336
C -0.23863 -3.38919 3.34709
C -0.33370 -4.21063 4.46032
C -0.99987 -3.76717 5.59369
C -1.57700 -2.50329 5.61156
C -1.48959 -1.68184 4.50013
C -0.56558 2.42019 -1.35224
O 0.06956 1.28901 -1.54656
H 1.99437 2.90798 -4.44667
H 0.92903 1.59076 -3.91998
H 2.06923 2.31850 -2.76821
H -0.98920 5.42132 -2.86256
H -2.57203 5.76917 -0.97614
H -2.83173 3.97300 0.71647
H -2.29258 1.97154 1.60612
H 0.28381 -3.71987 2.45906
H 0.11237 -5.19639 4.44431
H -1.06761 -4.40394 6.46604
H -2.09671 -2.15785 6.49547
H -1.93998 -0.69857 4.49997
C 4.78432 0.83428 5.12365
C 5.19969 0.62352 3.66664
C 5.98543 -0.69155 3.56363
C 6.08945 1.79556 3.22439
C 3.99326 0.57616 2.74031
C 2.71135 0.93307 3.13778
C 1.65909 0.86562 2.24285
N 1.81395 0.46660 0.97953
C 3.04967 0.14458 0.56875
C 4.14178 0.18413 1.40975
C 3.12768 -0.30146 -0.83095
C 4.26978 -0.12863 -1.58835
C 4.32454 -0.55084 -2.91287
C 3.18148 -1.18032 -3.39210
C 2.06985 -1.30641 -2.58679
N 2.00263 -0.86241 -1.32603
C 5.58166 -0.37869 -3.75206
C 6.52988 -1.53833 -3.40509
C 6.26802 0.95550 -3.43449
C 5.26274 -0.41737 -5.24917
H 5.66816 0.79457 5.75995
H 4.09364 0.05872 5.46089
H 4.31568 1.80793 5.27583
H 6.78244 -0.69868 4.30739
H 6.45050 -0.81874 2.58526
H 5.33966 -1.55158 3.75040
H 6.97209 1.85070 3.86334
H 5.55379 2.74339 3.29997
H 6.42477 1.67569 2.19241
H 2.50117 1.25354 4.14705
H 0.65978 1.14161 2.54745
H 5.10828 -0.11579 1.03006
H 5.11337 0.37001 -1.13407
H 3.13185 -1.57170 -4.39737
H 1.19446 -1.80590 -2.95688
H 6.81648 -1.51224 -2.35197
H 7.43652 -1.46559 -4.00755
H 6.06191 -2.50352 -3.60704
H 6.65011 0.99484 -2.41404
H 5.58778 1.79661 -3.58195
H 7.12020 1.08943 -4.10092
H 4.89479 -1.39342 -5.56766
H 6.17206 -0.21672 -5.81554
H 4.52432 0.34021 -5.51986
C -2.54675 -2.46462 -3.86894
C -1.27875 -1.87393 -3.24060
C -0.98629 -0.52568 -3.90652
P -1.25754 -1.73783 -1.39736
C -0.95237 -3.46574 -0.78665
C -1.67141 -4.58634 -1.54422
C 0.54434 -3.81150 -0.77904
C -2.94434 -1.27518 -0.79512
C -4.05514 -2.32495 -0.83454
C -3.40979 0.02240 -1.46195
H -2.33352 -2.69741 -4.91382
H -3.35675 -1.73651 -3.85592
H -2.89510 -3.37488 -3.39503
H -0.45014 -2.55992 -3.45249
H -1.80280 0.17637 -3.73994
H -0.88136 -0.66418 -4.98506
H -0.08414 -0.06079 -3.52401
H -1.30758 -3.43706 0.24552
H -1.29075 -4.68771 -2.56159
H -2.74995 -4.46770 -1.58839
H -1.46953 -5.52667 -1.02825
H 0.93954 -3.85066 -1.79884
H 0.67708 -4.80457 -0.34534
H 1.13702 -3.11299 -0.19968
H -2.74415 -1.06541 0.25830
H -4.35037 -2.58448 -1.84971
H -4.93329 -1.91044 -0.33526
H -3.78485 -3.23482 -0.30101
H -3.73512 -0.15892 -2.48711
H -2.63155 0.78109 -1.48374
H -4.26260 0.42970 -0.91581
```

The energy above the lowest of the compared OMol25 structures with the same formula, charge and spin comes out at 0.0 kcal/mol. For the LUMO energy, the calculation gives -2.94 eV. For the HOMO energy, the calculation gives -9.7 eV. The net charge is +1.